This record from the OMol25 dataset describes a cluster of 2 separate species, C4H9NO in total. The level of theory is ωB97M-V with the def2-TZVPD basis set.

Highest occupied orbital energy (eV): -9.985
E_LUMO (Eh): 0.032
Structure (SMILES): CC#N.COC
HOMO-LUMO gap (eV): 10.848

Geometry (Å):
C 1.21084 -0.85970 -0.89110
O 0.12187 0.00054 -1.11724
C -0.72174 0.23079 1.80241
N 0.04355 1.00808 2.18791
C 0.52407 1.35250 -1.15597
C -1.69787 -0.75040 1.33472
H 1.97367 -0.75863 -1.67898
H 0.83066 -1.88613 -0.90314
H 1.68267 -0.66234 0.08360
H 1.24325 1.52574 -1.97156
H -0.36914 1.95588 -1.33758
H 0.97671 1.66580 -0.20432
H -2.63182 -0.24922 1.07000
H -1.30637 -1.24396 0.44379
H -1.90381 -1.48440 2.11716

Atoms 1-6, force components in eV/Å:
0.2 -0.2 0.0
0.0 0.0 0.0
0.6 0.7 0.4
-0.7 -0.8 -0.4
0.0 0.3 0.0
-0.1 0.0 0.0

***

This record from the OMol25 dataset describes the molecule C3H3IN2O. The level of theory is ωB97M-V with the def2-TZVPD basis set.

Highest occupied orbital energy (eV): -9.651
E_LUMO (Eh): -0.015
Structure (SMILES): O[C@H]1C=NN=C1I
HOMO-LUMO gap (eV): 9.248

Geometry (Å):
C -0.11620 -0.52158 -0.35524
C -1.08272 0.60569 -0.10557
C 1.15276 0.28602 -0.17416
N -0.48332 1.66317 0.27203
N 0.88915 1.47983 0.20716
O -0.24563 -1.47599 0.66830
I 3.09904 -0.34687 -0.36533
H -0.16808 -0.98668 -1.34673
H -2.15202 0.50096 -0.12053
H -0.89298 -1.20455 1.32007

Atoms 1-6, force components in eV/Å:
0.0 0.3 0.0
0.5 -0.1 -0.1
-0.3 0.8 0.5
-1.8 0.3 -0.1
1.9 -0.4 -0.3
0.2 -1.0 -0.2

***

This record from the OMol25 dataset describes the ion C7H12N3 with charge +1. The level of theory is ωB97M-V with the def2-TZVPD basis set.

Highest occupied orbital energy (eV): -12.197
Charge: +1
E_LUMO (Eh): -0.097
Structure (SMILES): CC1=CNC2=[N+](C)CCN12
HOMO-LUMO gap (eV): 9.559

Geometry (Å):
C -1.69727 1.59466 -0.06232
C -1.82657 0.23073 -0.01659
C 0.35561 0.70975 0.02511
C 0.11937 -1.62092 -0.22924
C 1.58537 -1.26215 0.06150
C -2.99521 -0.59954 0.07583
C 2.84555 0.89445 0.04202
N -0.56822 -0.30744 0.01722
N -0.30537 1.89651 0.02135
N 1.60110 0.18550 -0.12649
H -2.40056 2.31142 -0.16483
H -0.05645 -1.95339 -1.25366
H -0.46632 -2.31258 0.40568
H 1.85382 -1.44668 1.02769
H 2.40912 -1.53391 -0.67935
H -3.11913 -1.47272 -0.72873
H -3.15384 -1.17322 1.08592
H -3.97322 0.04503 0.05948
H 2.61151 2.00787 -0.20340
H 3.32974 0.65240 0.93988
H 3.64423 0.41465 -0.56455
H 0.20673 2.73958 0.26748

Atoms 1-6, force components in eV/Å:
2.4 -2.8 0.7
0.3 1.4 -0.3
-1.0 -1.7 -0.4
-1.9 0.0 0.1
0.1 1.0 -3.3
-4.5 -2.5 0.3

***

This record from the OMol25 dataset describes a cluster of 2 separate species, C6H10O3 in total. The level of theory is ωB97M-V with the def2-TZVPD basis set.

Highest occupied orbital energy (eV): -9.754
E_LUMO (Eh): 0.010
HOMO-LUMO gap (eV): 10.016

Geometry (Å):
C 2.19771 -0.45302 -0.86889
C 1.06574 -0.01829 -0.00115
C 0.20189 -1.35118 0.45539
C -2.12290 -0.43746 -0.02478
C -1.29988 0.71014 0.26662
C -0.14677 0.67950 -0.59460
H 2.76170 0.35304 -1.38846
H 2.80972 -1.13940 -0.17245
H 1.76113 -1.19788 -1.65249
H 1.75028 -0.09225 1.93324
H 0.71554 -2.27761 0.23865
H -0.01185 -1.24112 1.58760
H -2.60532 -0.58560 -1.01680
H -2.84406 -0.74931 0.72164
H -1.07966 0.87548 1.37198
H -0.33383 0.39924 -1.64253
O 1.56228 0.86835 1.04448
O -1.09048 -1.49276 -0.11173
O -0.75911 1.98407 -0.35474

Atoms 1-6, force components in eV/Å:
0.0 -2.4 -0.9
-1.5 1.0 0.5
-0.7 1.7 2.4
-0.7 -2.2 -1.6
1.9 3.1 1.9
0.6 1.4 -1.0

***

This record from the OMol25 dataset describes a structure of composition C16H21AgBrN7O3. The level of theory is ωB97M-V with the def2-TZVPD basis set.

Highest occupied orbital energy (eV): -8.295
E_LUMO (Eh): 0.012
HOMO-LUMO gap (eV): 8.624

Geometry (Å):
Ag 0.37117 0.83005 -0.34257
Br -1.22904 2.39252 2.53223
C -1.89243 0.62964 2.22779
C -2.83299 0.10692 3.09820
C -3.28274 -1.17649 2.83067
C -2.78130 -1.86284 1.73783
C -1.84310 -1.24151 0.92529
N -1.41268 -0.00020 1.18085
C -1.25584 -1.98754 -0.29075
O -1.53562 -3.19051 -0.35016
O -0.54480 -1.30995 -1.07424
H -3.19090 0.68246 3.93847
H -4.02069 -1.63316 3.47805
H -3.08515 -2.86788 1.48530
O 0.49300 4.07748 -0.70724
C -0.86601 3.93171 -1.07634
C -1.05997 3.04703 -2.28104
C -1.64740 3.51773 -3.44518
C -1.82574 2.64854 -4.50962
C -1.41379 1.33425 -4.37579
C -0.83331 0.93921 -3.18157
N -0.65637 1.77908 -2.15917
H 0.85227 3.18997 -0.55753
H -1.23281 4.93462 -1.28915
H -1.45454 3.51648 -0.24934
H -1.95340 4.55315 -3.50908
H -2.28102 2.99258 -5.42938
H -1.54104 0.61630 -5.17331
H -0.52888 -0.08483 -3.00743
C 1.79073 -3.64823 -0.65673
N 2.00484 -2.78502 0.49590
C 1.24456 -3.16468 1.68238
C 2.36453 -1.48182 0.25545
N 2.39974 -0.87204 -0.86134
N 2.85089 -0.84513 1.42013
C 2.79878 0.49051 1.72885
N 3.68208 0.85570 2.72006
N 1.99992 1.31449 1.15948
H 1.81425 -4.68196 -0.31253
H 2.60015 -3.50296 -1.37196
H 0.82464 -3.46396 -1.13314
H 1.72522 -4.00321 2.19325
H 0.23360 -3.46602 1.39682
H 1.16541 -2.32606 2.37111
H 1.88061 -1.40166 -1.55618
H 3.31422 -1.45327 2.07237
H 4.20567 0.14429 3.19819
H 3.45712 1.66993 3.26352
H 2.12819 2.25629 1.50858

Atoms 1-6, force components in eV/Å:
0.0 -0.1 0.1
0.0 0.0 0.0
0.0 0.0 0.0
0.0 0.0 0.0
0.0 0.0 0.0
0.0 0.0 0.0

***

This record from the OMol25 dataset describes a structure of composition C33H34Cl2HfN6O4PS2. The level of theory is ωB97M-V with the def2-TZVPD basis set.

2S+1: 2
Highest occupied orbital energy (spin up / spin down) (eV): -6.369 / -6.900
E_LUMO (spin up / spin down) (Eh): -0.030 / -0.034
HOMO-LUMO gap (spin up / spin down) (eV): 5.540 / 5.985

Geometry (Å):
Hf 0.56392 -0.07434 0.08192
C -3.25156 3.61626 2.65750
C -3.22076 2.25279 2.91290
C -2.09703 1.50899 2.59030
C -0.99005 2.11289 1.99666
C -1.03609 3.47856 1.72540
C -2.15421 4.22327 2.06485
N 0.18335 1.36975 1.70127
C 1.27138 1.70231 2.50155
C 1.19975 2.37699 3.72533
C 2.33927 2.55566 4.49616
C 3.57597 2.07443 4.07998
C 3.67516 1.41744 2.86285
C 2.53544 1.24519 2.08786
N 2.52032 0.61880 0.83784
N 3.69643 0.27052 0.35683
C 3.57137 -0.17305 -0.91731
C 4.71251 -0.53431 -1.66520
C 4.56077 -0.87251 -2.98042
C 3.28256 -0.83845 -3.56642
C 2.21296 -0.51329 -2.77300
N 2.33806 -0.22734 -1.46292
H -4.12429 4.20114 2.91691
H -4.07390 1.76705 3.36878
H -2.07047 0.44365 2.77418
H -0.17670 3.94955 1.26363
H -2.16871 5.28754 1.86463
H 0.24997 2.75311 4.07962
H 2.25097 3.07173 5.44395
H 4.45629 2.21467 4.69231
H 4.62065 1.04708 2.49579
H 5.67686 -0.50650 -1.17925
H 5.42345 -1.14674 -3.57350
H 3.13448 -1.05993 -4.61313
H 1.20213 -0.46884 -3.15915
Cl 2.71254 -6.34780 -3.50540
C 1.92400 -4.97134 -2.80344
C 0.88478 -4.35416 -3.50519
C 0.24086 -3.26006 -2.98352
Cl -1.02600 -2.49288 -3.87210
C 0.59973 -2.70424 -1.72857
O -0.00997 -1.66022 -1.27212
C 1.65135 -3.36231 -1.04415
C 2.09715 -2.90076 0.24412
O 1.69386 -1.89138 0.82493
C 2.30359 -4.48748 -1.57978
H 0.58785 -4.73955 -4.47099
H 2.86403 -3.50862 0.73894
H 3.10625 -4.95751 -1.02693
C -4.43126 1.18607 -3.69905
C -3.15937 0.36967 -3.68430
O -2.00432 1.13795 -3.28717
P -1.75300 1.56075 -1.76556
S 0.19374 1.94529 -1.63314
S -2.28312 0.19965 -0.44820
O -2.65898 2.84831 -1.54583
C -2.51208 4.00358 -2.40756
C -1.88090 5.14719 -1.65419
H -5.25564 0.57466 -4.06867
H -4.32732 2.04696 -4.36011
H -4.69388 1.53791 -2.70244
H -2.91307 0.01165 -4.68401
H -3.23758 -0.49339 -3.01943
H -3.52251 4.25349 -2.73430
H -1.93228 3.72847 -3.29182
H -2.50578 5.44384 -0.81408
H -1.76759 6.00348 -2.32181
H -0.89853 4.87093 -1.27540
C -1.74124 -4.98237 1.31199
C -1.23579 -3.67539 1.81312
C -0.65332 -3.30241 3.01384
C -0.36463 -1.93639 2.89300
N -0.75853 -1.48786 1.69461
N -1.28185 -2.56555 1.07159
C 0.30985 -1.06434 3.89251
H -2.22710 -5.53952 2.11115
H -0.92250 -5.59164 0.92561
H -2.46548 -4.84381 0.50968
H -0.47441 -3.93133 3.86822
H -1.63166 -2.44193 0.13210
H 0.24823 -1.51681 4.88112
H -0.14379 -0.07746 3.92538
H 1.36541 -0.92543 3.64864

Atoms 1-6, force components in eV/Å:
-0.8 0.6 0.1
0.0 0.0 0.0
0.0 0.1 0.0
0.1 0.0 0.0
-0.2 -0.1 0.1
0.0 0.0 0.0

***

This record from the OMol25 dataset describes a cluster of 2 separate species, C19H21NOS in total. The level of theory is ωB97M-V with the def2-TZVPD basis set.

Highest occupied orbital energy (eV): -6.527
E_LUMO (Eh): -0.023
HOMO-LUMO gap (eV): 5.896

Geometry (Å):
C -3.59283 1.23590 -4.33092
C -3.47127 1.37394 -2.82361
N -2.57169 0.32654 -2.32380
C -1.60921 0.64402 -1.44866
C -0.75264 -0.28196 -0.86097
C 0.36613 0.09880 -0.11884
C 1.35192 -0.88928 0.32587
C 2.72900 -0.61068 0.35557
C 3.63502 -1.58812 0.75858
C 3.17697 -2.85184 1.16646
C 1.80139 -3.11995 1.17986
C 0.89503 -2.14569 0.75860
C -2.62076 -1.00041 -2.92259
C -3.87968 -1.10483 -3.76246
O -3.98956 -0.06867 -4.74577
H -4.36253 1.91876 -4.73008
H -2.61792 1.48041 -4.79699
H -3.03351 2.34148 -2.56616
H -4.46593 1.28272 -2.36765
H -1.54209 1.71015 -1.19396
H -0.98594 -1.34871 -0.95576
H 0.68397 1.14614 -0.17681
H 3.07301 0.38193 0.05582
H 4.70517 -1.37585 0.74893
H 3.88489 -3.62437 1.47899
H 1.42116 -4.09353 1.50207
H -0.17953 -2.33037 0.79166
H -1.73723 -1.19353 -3.55230
H -2.64501 -1.76072 -2.13797
H -3.86367 -2.02128 -4.36761
H -4.75788 -1.10639 -3.08812
S -0.44058 0.74545 2.22549
C 0.88347 1.23460 3.13165
C 1.51855 2.46476 2.81372
C 2.78998 2.72833 3.30765
C 3.38688 1.84647 4.22462
C 2.69051 0.70873 4.66565
C 1.42154 0.42673 4.17219
H 1.00890 3.14074 2.12943
H 3.31738 3.62034 2.96705
H 4.39248 2.04956 4.59690
H 3.14659 0.03484 5.39478
H 0.83955 -0.42518 4.51948

Atoms 1-6, force components in eV/Å:
0.0 0.2 -0.4
-0.1 -0.6 -0.2
0.2 0.6 0.1
0.6 -0.6 0.6
-1.2 0.1 -0.7
0.4 1.2 1.5

***

This record from the OMol25 dataset describes the ion C6H11N3 with charge +2. The level of theory is ωB97M-V with the def2-TZVPD basis set.

Highest occupied orbital energy (eV): -17.854
Charge: +2
E_LUMO (Eh): -0.298
Structure (SMILES): C=[NH+]C[C@@H]1N[C@@H]1CC#[NH+]
HOMO-LUMO gap (eV): 9.753

Geometry (Å):
C 1.57423 0.21745 0.26928
C 1.57457 1.30917 -0.85488
C 0.50546 -0.82732 0.38967
C 1.24290 2.48978 -0.21447
C -2.85230 -1.68695 0.20237
C -0.73942 -0.93195 -0.62128
N -1.74866 -1.98749 -0.37752
N 0.51294 0.31517 1.24276
N 0.96915 3.35154 0.47259
H 2.54579 -0.05520 0.52581
H 0.85026 1.11180 -1.78907
H 0.82691 -1.84440 0.67528
H 2.56380 1.23385 -1.46835
H -3.66734 -2.34251 0.42314
H -2.83671 -0.62837 0.37031
H -1.18249 0.06554 -0.41513
H -0.24626 -1.02818 -1.53681
H -1.50026 -3.00818 -0.79789
H 0.59914 0.27950 2.24126
H 1.00828 3.96676 1.26294

Atoms 1-6, force components in eV/Å:
-2.0 0.3 -0.8
0.3 -3.1 -4.0
-1.2 -1.6 -0.5
0.2 1.3 0.4
1.6 0.4 -0.9
1.2 1.6 2.7

***

Maximum force in hartree/bohr, matching the order above: 0.0222; 0.0392; 0.1006; 0.1436; 0.0022; 0.0192; 0.0525; 0.0981
Energy above the lowest of the compared OMol25 structures with the same formula, charge and spin in kcal/mol, matching the order above: 42.0; 33.7; 46.1; 144.1; 0.0; 0.0; 31.3; 69.6